A molecular structure, C29H25BrN5O2Sc, computed with ωB97M-V/def2-TZVPD.

## Properties
net charge	0
Kohn-Sham gap	6.9	eV
relative energy (zero: lowest compared OMol25 entry of this formula, charge and spin)	0.00	kJ/mol

Geometry as XYZ:
```
63
Properties=species:S:1:pos:R:3:forces:R:3
Sc 0.303 0.003 -0.113 0.19 -0.62 -0.53
O -2.203 2.005 4.440 0.00 -0.04 -0.18
C -2.512 0.698 4.418 -0.09 0.06 0.03
C -3.308 0.219 5.460 0.00 -0.08 -0.02
C -3.689 -1.106 5.493 -0.03 -0.07 0.03
C -3.290 -1.994 4.492 0.03 0.11 0.00
C -2.490 -1.528 3.470 0.03 -0.04 0.09
C -2.084 -0.191 3.414 0.10 -0.05 0.03
C -1.222 0.231 2.297 -0.19 -0.40 -0.10
O -0.751 -0.669 1.495 -0.23 0.57 0.43
N -1.031 1.533 2.146 0.17 0.13 -0.22
N -0.286 1.769 1.023 -0.36 -0.11 0.67
C -0.189 2.935 0.546 0.26 0.39 -0.53
C 0.547 3.060 -0.735 -0.24 -0.05 0.60
C 0.579 4.255 -1.423 0.11 0.21 -0.21
C 1.242 4.303 -2.641 -0.10 0.17 0.07
C 1.856 3.161 -3.121 0.07 -0.12 -0.03
C 1.774 2.002 -2.365 0.03 0.07 0.10
N 1.134 1.945 -1.202 -0.24 -0.14 0.05
H -1.754 2.207 3.585 0.08 0.02 0.12
H -3.620 0.916 6.225 0.00 0.00 -0.01
H -4.310 -1.457 6.308 0.01 0.01 -0.02
H -3.597 -3.031 4.519 0.00 0.01 0.01
H -2.149 -2.193 2.688 0.00 0.03 0.00
H -0.681 3.789 1.002 0.05 0.05 -0.02
H 0.086 5.124 -1.010 0.02 -0.01 -0.04
H 1.275 5.225 -3.206 0.01 -0.02 0.00
H 2.386 3.156 -4.062 -0.01 0.01 0.01
H 2.243 1.085 -2.701 -0.02 -0.02 -0.01
C 2.531 -3.942 -3.664 -0.22 0.05 0.14
N 1.539 -3.240 -2.854 0.02 -0.19 -0.17
C 0.223 -3.615 -2.663 0.24 -0.03 -0.10
C -0.319 -2.684 -1.841 0.05 0.25 -0.02
N 0.645 -1.748 -1.521 -0.15 -0.17 -0.05
C 1.742 -2.117 -2.147 0.02 -0.16 0.13
H 2.064 -4.831 -4.076 0.02 -0.01 -0.01
H 3.376 -4.241 -3.048 0.03 0.01 0.01
H 2.872 -3.313 -4.483 0.01 0.03 -0.01
H -0.191 -4.492 -3.130 0.02 0.04 0.01
H -1.330 -2.598 -1.479 0.02 0.03 0.00
H 2.705 -1.636 -2.065 -0.04 0.02 0.01
C -3.991 1.179 -2.765 0.04 -0.02 0.02
C -4.046 0.652 -1.481 0.10 0.02 -0.08
C -2.869 0.307 -0.819 -0.09 -0.01 0.03
C -1.592 0.463 -1.384 0.04 0.08 -0.09
C -1.595 0.990 -2.685 0.02 -0.01 -0.14
C -2.752 1.344 -3.374 -0.04 -0.06 0.15
H -4.900 1.454 -3.286 -0.01 0.00 0.00
H -5.005 0.512 -0.994 0.01 0.00 0.00
H -2.971 -0.103 0.184 0.02 0.01 0.01
H -0.652 1.131 -3.213 0.01 0.01 0.01
H -2.691 1.746 -4.380 0.01 0.00 0.01
Br 6.491 -1.467 2.807 0.24 -0.06 0.12
C 4.843 -1.032 1.989 -0.14 0.03 -0.07
C 3.893 -2.025 1.810 -0.06 0.13 -0.06
C 2.690 -1.686 1.198 0.12 -0.13 0.10
C 2.390 -0.392 0.756 -0.01 0.17 -0.32
C 3.390 0.562 0.971 0.20 0.07 0.06
C 4.610 0.269 1.580 -0.17 -0.10 -0.05
H 4.088 -3.036 2.146 0.01 0.01 0.01
H 1.959 -2.485 1.077 -0.01 0.00 0.00
H 3.230 1.592 0.660 0.01 -0.01 0.00
H 5.362 1.033 1.733 0.00 0.00 0.00
```
Forces are in eV/Å.

A molecular structure, C4H18HgN2O6 at a distorted geometry, computed with ωB97M-V/def2-TZVPD.

## Properties
net charge	0
Kohn-Sham gap	7.6	eV
relative energy (zero: lowest compared OMol25 entry of this formula, charge and spin)	0.00	kJ/mol

Geometry as XYZ:
```
31
Properties=species:S:1:pos:R:3:forces:R:3
Hg -0.280 -0.936 -0.568 0.34 0.10 -0.08
C -2.576 1.807 2.286 0.35 0.53 -0.80
C -1.291 1.106 1.808 -0.13 -0.10 0.29
O -1.602 0.130 0.876 -0.11 -0.96 -0.70
H -3.263 1.033 2.620 -0.30 0.15 -0.25
H -2.930 2.402 1.437 -0.63 -0.41 0.01
H -2.470 2.550 3.082 0.46 -0.27 0.20
H -0.888 0.682 2.748 0.68 0.01 -0.30
H -0.606 1.818 1.328 0.21 0.24 0.68
C 2.140 -2.895 -1.839 0.21 1.09 0.68
O 0.993 -2.130 -1.966 -1.13 0.48 0.07
H 2.297 -3.243 -0.802 -0.09 -0.57 -0.23
H 2.151 -3.709 -2.575 -0.04 -0.24 0.29
H 3.053 -2.294 -2.038 -0.04 -0.04 -0.16
C 1.232 2.175 -0.807 -0.43 0.14 1.22
O 0.892 1.082 -1.236 0.44 0.64 -0.41
N 2.467 2.393 -0.247 -0.04 -0.12 -0.38
N 0.375 3.245 -0.712 1.06 -0.78 -0.70
H 3.004 1.586 0.004 0.09 -0.03 -0.19
H 2.755 3.283 0.109 -0.05 0.02 0.06
H -0.578 3.036 -0.945 -0.15 0.39 0.18
H 0.695 4.012 -0.156 -0.68 0.29 0.06
O 1.482 -1.301 1.037 0.84 -0.01 0.76
H 1.542 -1.429 1.990 -0.13 0.01 -0.01
H 2.381 -1.120 0.743 -0.05 -0.13 -0.16
O -1.354 -2.814 0.524 -0.40 -0.73 0.56
H -1.815 -3.596 0.203 0.08 0.01 -0.08
H -1.869 -2.498 1.279 0.02 0.29 -0.17
O -1.780 -1.372 -2.407 -0.76 -0.05 -0.53
H -1.833 -2.227 -2.847 0.35 -0.01 0.03
H -2.326 -0.776 -2.930 0.02 0.07 0.08
```
Forces are in eV/Å.

6 unconnected molecules or ions with the total composition C45H50BBrN3O12S at a distorted geometry, computed with ωB97M-V/def2-TZVPD.

## Properties
net charge	-1
Kohn-Sham gap	3.5	eV

Geometry as XYZ:
```
113
Properties=species:S:1:pos:R:3:forces:R:3
C -3.235 7.187 8.520 -0.58 -0.34 -0.24
C -2.579 5.892 8.050 0.14 0.26 0.42
C -1.041 5.873 7.882 -0.31 -0.43 -0.28
Br -0.203 7.642 8.177 0.04 -0.07 -0.01
B -0.600 5.263 6.433 0.49 -0.15 -0.51
C -0.833 3.606 6.295 -0.17 -0.24 0.95
C -0.246 2.823 7.417 0.39 -0.25 0.07
C -1.071 2.643 8.684 -0.13 0.73 -0.22
N 0.920 2.297 7.337 -0.21 0.01 -0.12
O 0.830 5.462 6.074 -0.12 -0.33 -0.28
C 0.834 6.387 5.036 0.13 1.02 0.16
C 2.130 6.466 4.232 0.22 0.05 0.24
C 2.786 7.855 4.296 -0.10 -0.64 0.51
C 3.429 8.148 5.668 0.19 0.55 -0.52
S 2.783 9.627 6.522 -0.01 0.08 0.44
C -0.528 6.289 4.295 1.09 0.65 0.01
C -0.846 7.638 3.637 -0.88 -0.35 -0.42
N -0.254 7.769 2.293 0.03 0.37 0.16
N -0.630 5.140 3.369 -0.46 -1.02 1.56
C -1.726 4.746 2.862 0.47 0.60 -0.82
C -2.572 5.561 1.882 -0.27 -0.42 0.40
C -2.273 3.377 3.161 -0.03 -0.30 -0.79
O -1.359 6.024 5.371 -0.46 0.02 -0.19
H -2.887 7.506 9.498 0.17 0.16 -0.02
H -4.312 7.004 8.595 -0.04 0.02 0.10
H -3.121 7.978 7.782 0.25 0.16 0.10
H -2.827 5.130 8.792 -0.10 -0.09 0.00
H -3.070 5.596 7.124 0.17 -0.02 -0.17
H -0.608 5.260 8.668 0.14 0.22 0.19
H -0.327 3.286 5.391 -0.16 0.19 -0.24
H -1.900 3.354 6.280 -0.09 0.10 -0.22
H -1.512 1.649 8.736 0.09 -0.13 0.04
H -0.456 2.855 9.558 0.08 -0.30 0.11
H -1.878 3.371 8.704 -0.19 -0.11 0.01
H 1.129 1.819 8.215 0.09 0.01 0.04
H 0.739 7.365 5.538 -0.01 0.20 -0.23
H 2.842 5.773 4.683 -0.07 -0.31 -0.22
H 1.997 6.222 3.179 -0.09 -0.37 -0.01
H 3.576 7.865 3.545 -0.06 0.36 -0.17
H 2.037 8.620 4.097 0.05 0.09 -0.36
H 3.371 7.303 6.349 -0.29 -0.02 0.08
H 4.480 8.376 5.501 0.13 -0.18 0.11
H 2.004 10.153 5.571 0.05 -0.21 -0.15
H -0.544 8.470 4.269 0.10 -0.05 0.18
H -1.936 7.702 3.550 -0.04 0.01 0.03
H 0.412 8.529 2.306 0.16 -0.05 -0.16
H 0.246 6.924 2.049 -0.01 -0.08 0.03
H -1.953 6.230 1.296 -0.02 0.34 0.20
H -3.055 4.857 1.203 -0.09 0.02 -0.06
H -3.368 6.090 2.409 0.00 0.22 -0.05
H -1.495 2.616 3.119 0.12 0.00 0.22
H -2.696 3.393 4.165 0.19 0.11 0.15
H -3.066 3.096 2.468 0.17 0.09 0.17
C -4.386 -0.693 0.785 -0.01 -0.07 0.00
C -4.035 -1.806 0.146 -0.02 0.03 0.02
C -2.823 -1.852 -0.708 0.03 -0.01 -0.01
O -2.506 -2.869 -1.292 -0.01 -0.02 -0.01
C -2.016 -0.612 -0.821 -0.01 -0.02 0.00
C -2.366 0.502 -0.184 0.02 -0.02 -0.04
C -3.579 0.549 0.670 0.05 0.04 0.04
O -3.898 1.560 1.253 -0.24 -0.19 -0.25
H -5.266 -0.636 1.414 0.01 0.04 0.01
H -4.608 -2.721 0.216 0.02 -0.02 -0.02
H -1.136 -0.666 -1.448 0.00 -0.02 0.00
H -1.792 1.417 -0.254 -0.02 0.01 0.02
C -1.754 -1.412 -4.451 -0.01 0.03 0.00
C -1.404 -2.529 -5.080 0.01 -0.03 -0.01
C -0.199 -2.586 -5.939 -0.01 0.01 0.03
O 0.117 -3.608 -6.515 0.02 0.00 -0.04
C 0.610 -1.349 -6.072 0.02 0.03 0.00
C 0.263 -0.229 -5.445 0.03 -0.02 -0.04
C -0.947 -0.174 -4.584 -0.03 -0.01 0.02
O -1.259 0.846 -4.009 0.02 0.02 0.02
H -2.633 -1.356 -3.822 -0.01 -0.03 -0.01
H -1.980 -3.440 -4.994 0.01 -0.01 0.01
H 1.488 -1.414 -6.703 0.00 -0.03 0.00
H 0.837 0.685 -5.526 -0.02 0.02 0.03
C 2.494 -5.710 -7.660 0.00 0.06 -0.03
C 2.300 -6.159 -8.898 0.02 0.00 0.04
C 3.001 -7.367 -9.401 -0.02 0.02 0.01
O 2.826 -7.773 -10.530 0.00 0.00 -0.02
C 3.929 -8.061 -8.470 -0.03 0.05 -0.07
C 4.122 -7.610 -7.234 -0.01 -0.01 -0.04
C 3.422 -6.403 -6.731 0.00 0.00 0.01
O 3.602 -5.999 -5.602 0.02 0.00 0.01
H 1.991 -4.831 -7.277 -0.03 -0.03 0.04
H 1.629 -5.670 -9.592 0.00 -0.02 -0.02
H 4.430 -8.939 -8.851 -0.03 -0.02 -0.01
H 4.794 -8.098 -6.540 0.01 0.02 0.02
C 8.002 -11.224 -7.782 0.05 -0.01 0.00
C 9.050 -11.358 -6.975 -0.03 0.00 -0.04
C 8.958 -11.023 -5.531 0.01 0.00 0.01
O 9.913 -11.143 -4.796 0.02 -0.01 0.01
C 7.651 -10.535 -5.023 -0.05 0.02 -0.01
C 6.602 -10.402 -5.830 0.02 0.00 0.02
C 6.696 -10.735 -7.274 0.00 -0.03 -0.03
O 5.742 -10.617 -8.014 0.05 -0.01 0.07
H 8.046 -11.461 -8.837 -0.04 0.01 0.00
H 10.011 -11.712 -7.324 0.02 0.00 0.03
H 7.604 -10.299 -3.967 0.03 0.00 0.00
H 5.641 -10.051 -5.478 -0.02 -0.03 -0.01
C -4.936 -6.816 -3.386 0.01 0.04 0.00
C -4.504 -5.568 -3.231 0.00 -0.07 0.06
C -4.762 -4.534 -4.263 0.02 -0.05 0.12
O -4.362 -3.399 -4.115 -0.03 0.13 -0.12
C -5.519 -4.938 -5.473 -0.02 -0.01 -0.03
C -5.951 -6.187 -5.628 0.01 0.05 0.00
C -5.695 -7.224 -4.595 0.01 -0.02 0.02
O -6.091 -8.360 -4.737 -0.01 -0.01 -0.01
H -4.760 -7.589 -2.649 -0.02 -0.03 -0.02
H -3.947 -5.243 -2.359 0.02 0.06 -0.03
H -5.694 -4.166 -6.211 0.02 0.02 0.02
H -6.505 -6.506 -6.501 0.00 -0.04 0.01
```
Forces are in eV/Å.

A molecular structure, C5H12N3 at a distorted geometry, computed with ωB97M-V/def2-TZVPD.

## Properties
net charge	+1
Kohn-Sham gap	10.2	eV
relative energy (zero: lowest compared OMol25 entry of this formula, charge and spin)	464.42	kJ/mol

Geometry as XYZ:
```
20
Properties=species:S:1:pos:R:3:forces:R:3
C 0.113 -1.623 -0.002 0.60 2.99 0.88
C 1.403 -1.337 -0.064 -1.26 0.75 -0.23
C -0.764 0.042 0.340 2.50 -3.03 -1.46
C -3.244 0.152 0.046 1.07 -1.51 3.11
C 2.783 0.894 -0.212 0.89 0.83 -2.12
N 0.412 0.883 0.052 -1.12 -0.42 1.88
N -1.838 0.246 -0.496 -1.63 -0.12 -0.68
N 1.631 0.208 0.328 -1.90 -2.08 -0.48
H -0.404 -2.562 -0.048 -0.04 -0.20 -0.29
H 2.326 -1.820 -0.342 -0.01 -0.16 0.19
H -0.973 -0.086 1.390 -0.26 0.50 0.26
H -4.002 0.716 -0.477 0.22 -0.01 -0.47
H -3.624 -0.900 0.385 0.75 1.32 -1.61
H -3.172 0.546 1.096 -0.09 0.41 -1.04
H 2.416 1.962 -0.264 1.12 -1.01 -0.10
H 3.756 0.817 0.389 -1.74 -0.18 -0.86
H 2.845 0.427 -1.271 0.57 1.24 1.62
H 0.360 1.515 -0.728 0.38 -0.29 -0.53
H -1.713 -0.157 -1.436 -0.16 0.44 0.77
H 1.689 0.078 1.314 0.11 0.54 1.16
```
Forces are in eV/Å.